# 1
DFT (the ωB97M-V functional and the def2-TZVPD basis) results for C41H58F6OP2SiZr as an isolated structure.

Results
- LUMO level (eV) = -6.6
- HOMO-LUMO gap (eV) = 7.1
- molecular weight (g mol⁻¹) = 862.16
- maximum force (eV/A) = 1.018
- energy (eV) = -89535.8604
- net charge = +2

Each line ends with the Löwdin charge.
Cartesian coordinates (Å):
Zr: -0.4418 -0.2093 -1.1079  1.4665
C: 0.6961 -2.6523 1.8602  -0.1930
Si: 1.0846 -1.0561 0.9722  0.5637
C: 1.0602 0.5881 1.8780  -0.3188
C: 2.2051 1.1389 2.4629  -0.0770
C: 2.2357 2.4643 2.8659  -0.0400
C: 1.1353 3.2880 2.6458  -0.0417
C: -0.0192 2.7655 2.0913  -0.0658
C: -0.0775 1.4108 1.7438  -0.3860
P: -1.6106 0.5471 1.2899  1.0516
C: -2.2147 -0.4274 2.7312  -0.4069
C: -1.2480 -0.6539 3.8931  -0.1833
C: -2.0083 -1.2839 5.0626  -0.1754
C: -2.7190 -2.5719 4.6527  -0.1860
C: -3.6563 -2.3418 3.4693  -0.1804
C: -2.9084 -1.7254 2.2896  -0.2079
C: -2.9211 1.8284 1.1418  -0.4012
C: -3.0942 2.6566 2.4581  -0.1903
C: -4.4719 2.4919 3.0958  -0.1904
C: -5.5906 2.8880 2.1303  -0.1670
C: -5.3253 2.3559 0.7055  -0.1729
C: -4.2768 1.2436 0.7143  -0.2083
C: 2.8777 -1.3357 0.4636  -0.3123
C: 3.8190 -1.7991 1.3946  -0.0798
C: 5.1355 -2.0265 1.0303  -0.0323
C: 5.5460 -1.8045 -0.2824  -0.0385
C: 4.6345 -1.3642 -1.2216  -0.1105
C: 3.3061 -1.1382 -0.8484  -0.3756
P: 2.0637 -0.5767 -2.0193  1.0364
C: 1.7599 -1.7900 -3.3807  -0.4004
C: 2.9098 -2.6851 -3.8777  -0.1654
C: 3.1910 -3.9104 -3.0065  -0.1781
C: 1.9192 -4.7017 -2.7207  -0.1742
C: 0.8703 -3.8048 -2.0684  -0.1844
C: 0.5408 -2.6566 -3.0139  -0.2154
C: 2.5365 1.0227 -2.8109  -0.4023
C: 1.9219 2.1792 -2.0035  -0.2103
C: 2.7596 2.5770 -0.7969  -0.1866
C: 4.1581 2.9844 -1.2474  -0.1741
C: 4.8444 1.8094 -1.9369  -0.1820
C: 4.0210 1.2982 -3.1197  -0.1682
H: 1.1797 -2.6557 2.8411  0.0516
H: 1.1387 -3.4603 1.2731  0.0384
H: -0.3557 -2.8727 2.0082  -0.0002
H: 3.0985 0.5368 2.5746  0.1039
H: 3.1297 2.8690 3.3229  0.1211
H: 1.1743 4.3340 2.9212  0.1211
H: -0.8724 3.4122 1.9480  0.0938
H: -2.9995 0.2289 3.1211  0.0910
H: -0.7869 0.2878 4.2003  0.1194
H: -0.4388 -1.3195 3.5949  0.0791
H: -2.7449 -0.5654 5.4386  0.1222
H: -1.3141 -1.4740 5.8821  0.1197
H: -3.2770 -2.9747 5.4979  0.1185
H: -1.9737 -3.3295 4.3837  0.1183
H: -4.4620 -1.6626 3.7714  0.1210
H: -4.1323 -3.2738 3.1626  0.1192
H: -3.5884 -1.5484 1.4520  0.0990
H: -2.1582 -2.4355 1.9316  0.0875
H: -2.5719 2.4865 0.3448  0.0992
H: -2.9627 3.7130 2.2067  0.1233
H: -2.3164 2.4288 3.1893  0.0992
H: -4.5199 3.1020 3.9980  0.1238
H: -4.6138 1.4594 3.4283  0.1016
H: -5.6849 3.9747 2.1067  0.1163
H: -6.5419 2.5079 2.5019  0.1160
H: -4.9637 3.1686 0.0671  0.1088
H: -6.2499 1.9970 0.2526  0.1186
H: -4.2034 0.7694 -0.2599  0.0802
H: -4.5909 0.4564 1.4047  0.1106
H: 3.5243 -1.9874 2.4215  0.1115
H: 5.8474 -2.3781 1.7660  0.1204
H: 6.5739 -1.9826 -0.5693  0.1227
H: 4.9620 -1.2033 -2.2403  0.1047
H: 1.4699 -1.1291 -4.2023  0.1073
H: 3.8116 -2.0919 -4.0388  0.1056
H: 2.6095 -3.0354 -4.8711  0.1306
H: 3.6409 -3.6170 -2.0565  0.0991
H: 3.9230 -4.5379 -3.5154  0.1256
H: 2.1357 -5.5548 -2.0782  0.1230
H: 1.5100 -5.1068 -3.6523  0.1266
H: 1.2692 -3.4156 -1.1224  0.0902
H: -0.0359 -4.3641 -1.8309  0.1249
H: -0.2700 -2.0243 -2.5789  0.0319
H: 0.0702 -3.0421 -3.9223  0.1421
H: 2.0121 0.9536 -3.7670  0.1004
H: 0.8925 1.9232 -1.6953  0.0515
H: 1.7952 3.0457 -2.6597  0.1350
H: 2.8400 1.7343 -0.1023  0.0956
H: 2.2621 3.3827 -0.2549  0.1179
H: 4.7503 3.3239 -0.3970  0.1194
H: 4.0828 3.8329 -1.9362  0.1245
H: 4.9994 1.0173 -1.1998  0.0927
H: 5.8324 2.0957 -2.2995  0.1248
H: 4.4875 0.4284 -3.5869  0.1014
H: 4.0205 2.0765 -3.8901  0.1299
C: -3.4200 2.3525 -2.7086  0.0566
C: -2.3405 1.2966 -2.6270  -0.3869
O: -1.5195 1.4256 -1.4858  -0.3504
C: -1.3784 1.4292 -3.8243  -0.5452
F: -0.3295 0.5314 -3.6069  0.0388
F: -1.9197 1.1330 -4.9885  0.2255
F: -0.8278 2.6231 -3.8764  0.2200
C: -2.9731 -0.1594 -2.6756  -0.5026
F: -2.3082 -0.9846 -3.5033  0.1492
F: -4.2380 -0.2561 -2.9630  0.2461
F: -2.7710 -0.7703 -1.4189  0.0081
H: -2.9512 3.3311 -2.6280  0.1197
H: -4.1354 2.2357 -1.9008  0.0826
H: -3.9498 2.2857 -3.6590  0.1211

Cartesian forces, eV/Å:
-0.7 -0.6 0.4
-0.1 -0.2 0.1
0.3 0.1 -0.1
0.0 0.2 0.1
0.0 0.0 0.0
0.0 0.0 0.0
0.1 0.0 0.0
0.0 0.0 -0.1
0.0 0.1 0.1
0.4 -0.2 -0.2
-0.2 -0.1 0.0
0.0 -0.1 0.0
0.0 0.0 0.0
0.0 0.0 0.0
0.0 0.0 0.0
0.1 0.0 0.0
-0.1 0.1 0.1
-0.1 0.0 0.0
0.0 0.0 0.0
0.0 0.0 0.0
0.0 0.0 0.0
0.0 0.0 0.1
0.2 -0.1 0.1
0.0 0.0 -0.1
0.0 0.0 0.0
0.0 0.0 0.1
0.0 -0.1 0.0
0.1 0.0 0.0
0.2 0.2 0.1
-0.1 -0.1 0.0
0.0 0.0 -0.1
0.0 0.1 0.0
0.0 0.0 -0.1
0.0 0.0 0.0
0.1 0.1 0.1
0.1 0.0 -0.1
-0.1 0.0 0.0
0.0 0.0 0.0
0.0 0.0 0.0
0.0 0.0 0.1
0.0 0.1 -0.1
0.0 0.0 0.0
0.0 0.0 0.0
0.0 0.0 0.0
0.0 0.0 0.0
0.0 0.0 0.0
0.0 0.0 0.0
0.1 0.0 0.0
0.0 0.0 0.0
0.0 0.0 0.0
0.0 0.0 0.0
0.0 0.0 0.0
0.0 0.0 0.0
0.0 0.0 0.0
0.0 0.0 0.0
0.0 0.0 0.0
0.0 0.0 0.0
0.0 0.0 0.0
-0.1 0.0 0.0
0.0 0.0 0.0
0.0 0.0 0.0
-0.1 -0.1 0.0
0.0 0.0 0.0
0.0 0.0 0.0
0.0 0.0 0.0
0.0 0.0 0.0
0.0 0.0 0.0
0.0 0.0 0.0
0.0 0.0 -0.1
0.0 0.0 0.0
0.0 0.0 0.0
0.0 0.0 0.0
0.0 0.0 0.0
0.0 0.0 0.0
0.0 0.0 0.0
0.0 0.0 0.0
0.0 0.0 0.0
0.0 0.0 0.0
0.0 0.0 0.0
0.0 0.0 0.0
0.0 0.0 0.0
0.0 0.0 0.0
0.0 0.0 0.0
-0.2 0.1 0.1
0.0 0.0 0.0
0.0 0.1 0.0
0.0 0.1 0.1
0.0 0.0 0.0
0.0 0.0 0.0
0.0 0.0 0.0
0.0 0.0 0.0
0.0 0.0 0.0
0.0 0.1 -0.1
0.0 0.0 0.0
0.0 0.0 0.0
0.0 0.0 0.0
0.0 0.1 0.0
0.2 0.0 0.2
-0.4 0.3 -0.5
-0.1 0.0 0.0
0.0 -0.1 0.0
0.1 0.0 0.0
0.0 0.0 0.0
0.2 -0.4 -0.3
0.0 0.0 0.0
-0.1 0.4 0.3
0.2 0.1 -0.2
0.0 0.0 0.0
0.0 0.0 0.1
0.0 0.0 0.0

---

# 2
DFT (the ωB97M-V functional and the def2-TZVPD basis) results for a 3-piece molecular cluster, C4H13NO2 overall.

Results
- relative energy (zero: lowest compared OMol25 entry of this formula, charge and spin) (kcal/mol) = 201.4
- LUMO level (eV) = -4.3
- HOMO-LUMO gap (eV) = 3.2
- molecular weight (g mol⁻¹) = 107.15
- maximum force (eV/A) = 4.166
- energy (eV) = -9935.4609
- net charge = 0

Each line ends with the Löwdin charge.
Cartesian coordinates (Å):
C: 2.4331 0.5285 0.1861  0.2160
C: 1.3828 -0.4653 0.2084  -0.2922
C: 0.3732 -0.4876 1.2886  -0.0466
N: 0.6328 -0.0699 -1.3536  0.0484
C: -0.3420 0.9507 -1.1387  -0.1681
O: -2.3872 -1.6873 -0.7058  -0.0950
H: 0.0069 1.7620 -0.4437  0.1027
H: 2.8268 0.9589 1.0951  0.1070
H: 3.0969 0.4991 -0.6480  0.0836
H: 1.6735 -1.4164 -0.1372  0.1393
H: 0.3204 0.5048 1.6091  0.0741
H: 0.6685 -1.2253 1.9369  0.0724
H: -0.6207 -0.7672 0.9290  0.0598
H: 1.5453 0.4655 -1.4934  0.0662
H: -1.2846 0.5314 -0.7561  0.0343
H: -0.6225 1.5561 -2.0901  0.1323
H: -1.4411 -1.5044 -0.7721  -0.0196
H: -3.2300 0.5413 1.4672  -0.0777
H: -2.5549 -0.9325 -0.1453  -0.0794
O: -2.4774 0.2575 0.9637  -0.3577

Cartesian forces, eV/Å:
-0.5 -3.1 0.9
-0.5 1.5 -1.0
-0.3 0.3 -2.2
3.7 1.5 1.3
-1.8 2.4 -0.2
1.2 -1.1 -1.3
-0.6 -0.8 -0.5
-0.6 1.0 0.1
0.5 0.3 -0.6
0.7 -1.2 -0.5
-0.5 1.2 1.5
0.6 -1.4 2.3
0.0 0.2 0.1
-1.8 -0.7 -2.0
0.4 0.4 0.1
0.8 -1.4 1.0
0.1 -0.8 -0.6
-0.5 0.1 0.4
-1.4 1.3 1.7
0.8 0.2 -0.4

---

# 3
DFT (the ωB97M-V functional and the def2-TZVPD basis) results for an isolated ion of composition C7H12N2O2 and charge -2.

Results
- relative energy (zero: lowest compared OMol25 entry of this formula, charge and spin) (kcal/mol) = 43.7
- SMILES string = C/C(CCCC/C=N/[O-])=N/[O-]
- LUMO level (eV) = 6.7
- HOMO-LUMO gap (eV) = 6.1
- molecular weight (g mol⁻¹) = 156.19
- maximum force (eV/A) = 3.578
- energy (eV) = -14521.9464
- net charge = -2

Each line ends with the Löwdin charge.
Cartesian coordinates (Å):
C: -0.5250 0.4048 -2.2906  -0.0832
C: 0.6625 -0.4839 -1.6647  -0.3790
C: 0.1067 -1.6313 -0.8342  -0.2388
C: -0.4639 -1.1698 0.5186  -0.2307
C: 0.6347 -0.6185 1.4754  -0.2419
C: 0.5365 0.9179 1.6253  -0.2770
C: -0.8181 1.5341 1.7284  -0.2812
N: -1.3227 2.0070 0.5881  -0.2037
O: -2.5545 2.5449 0.6169  -0.4042
N: 1.8816 -0.0787 -1.8201  -0.2015
O: 2.8587 -0.8346 -1.4554  -0.3664
H: 0.0476 1.1333 -2.9137  0.0518
H: -1.1788 0.9067 -1.6481  -0.0060
H: -1.2683 -0.1365 -2.8521  0.0269
H: 0.9459 -2.4148 -0.7497  0.0965
H: -0.7048 -2.3055 -1.1994  0.0779
H: -0.9580 -2.0966 0.9143  0.0907
H: -1.0537 -0.1750 0.2976  0.1046
H: 0.3836 -1.1609 2.4721  0.0957
H: 1.7101 -0.8007 1.1910  0.1007
H: 1.1422 1.2140 2.5442  0.0931
H: 1.0621 1.2318 0.7279  0.0887
H: -1.1242 2.0120 2.7282  0.0871

Cartesian forces, eV/Å:
3.3 -0.5 -0.6
-3.5 0.7 -0.4
1.7 -1.8 0.1
1.2 1.4 -1.0
-0.6 -1.2 1.7
1.0 -0.3 1.2
-0.2 2.5 -0.7
-1.7 -0.6 1.9
1.7 -0.2 0.1
-1.2 0.2 -1.0
1.1 -0.7 0.8
-0.8 -0.3 0.2
-0.3 1.2 1.7
0.2 -0.9 -1.0
-0.7 1.2 0.5
0.2 0.9 -1.0
-0.2 1.3 0.2
0.0 -2.6 0.5
0.8 1.0 -1.1
-1.2 -0.4 0.0
-0.4 -0.2 -1.0
0.0 0.7 -0.1
-0.2 -1.1 -1.2

---

# 4
DFT (the ωB97M-V functional and the def2-TZVPD basis) results for C14H21BN2O2 in the gas phase.

Results
- relative energy (zero: lowest compared OMol25 entry of this formula, charge and spin) (kcal/mol) = 26.4
- SMILES string = CB1C=Cc2c(cccc2OC[C@@H](O)CN(C)C)N1
- LUMO level (eV) = 0.6
- HOMO-LUMO gap (eV) = 8.7
- molecular weight (g mol⁻¹) = 260.15
- maximum force (eV/A) = 3.731
- energy (eV) = -22609.2490
- net charge = 0

Each line ends with the Löwdin charge.
Cartesian coordinates (Å):
C: -4.8317 1.7586 -4.1192  -0.0198
B: -3.6433 1.5979 -3.1586  -0.4329
C: -3.7250 0.5795 -1.9628  0.0531
C: -2.5787 0.3789 -1.2320  -0.0316
C: -1.3249 0.9807 -1.4801  -0.0775
C: -1.2461 1.9162 -2.5508  -0.2097
C: -0.0789 2.7019 -2.6979  -0.0299
C: 0.9464 2.5609 -1.7648  -0.0809
C: 0.8817 1.6357 -0.7217  -0.0377
C: -0.2392 0.8544 -0.5471  -0.1983
O: -0.3580 -0.0792 0.4459  -0.0253
C: 0.7281 -0.1197 1.3899  -0.1477
C: 0.4692 -1.0425 2.5435  -0.3677
O: 0.0166 -2.2800 2.0698  -0.0451
C: 1.7803 -1.2262 3.3208  -0.1463
N: 2.9182 -1.9019 2.6258  -0.2610
C: 4.0673 -1.9702 3.5775  -0.1042
C: 2.7259 -3.1012 1.7927  -0.1037
N: -2.3167 2.1764 -3.3300  0.1667
H: -5.2290 0.7495 -4.0845  0.0595
H: -5.4538 2.5030 -3.7106  0.0518
H: -4.3984 1.8721 -5.1498  0.0831
H: -4.6344 0.0632 -1.9913  0.0630
H: -2.5240 -0.3912 -0.5572  0.0792
H: 0.0198 3.5494 -3.3965  0.1131
H: 1.9162 2.9801 -2.0372  0.1072
H: 1.6788 1.5791 0.0241  0.1003
H: 1.2635 0.7979 1.7124  0.1397
H: 1.4488 -0.6791 0.8184  0.1238
H: -0.2749 -0.6551 3.3144  0.1648
H: -0.6480 -2.2105 1.3174  0.1384
H: 2.2422 -0.2495 3.4290  0.1144
H: 1.4918 -1.7501 4.2431  0.1265
H: 5.0509 -2.1906 3.0725  0.0872
H: 3.9040 -2.8612 4.2127  0.0804
H: 4.1756 -1.0060 4.1010  0.0785
H: 3.6272 -3.7840 1.7540  0.0930
H: 2.4347 -2.7979 0.7432  0.0870
H: 1.9384 -3.7448 2.1298  0.0552
H: -2.2207 2.8056 -4.1456  0.1539

Cartesian forces, eV/Å:
2.1 -1.2 -1.4
2.0 -1.0 1.8
2.6 2.3 -1.4
-1.8 -0.3 -1.9
0.2 1.4 -0.1
1.5 0.9 1.1
0.7 0.3 0.9
0.0 -0.7 -1.5
0.3 -0.1 0.8
-0.3 0.0 -1.0
-0.4 1.4 0.8
1.0 -0.8 -0.8
-0.9 0.6 0.7
-1.3 -0.9 -1.2
0.6 -1.2 -1.2
0.8 0.3 0.1
-0.1 -0.9 -1.3
0.5 0.1 -0.7
-2.5 0.0 -1.5
-0.9 0.1 -0.1
-1.2 0.9 -0.2
-1.0 0.6 0.7
-1.0 -1.2 1.1
-0.2 -1.7 2.0
-0.3 -0.8 0.0
-0.3 0.5 0.6
-0.1 0.1 -0.7
-1.2 -0.1 -0.3
1.0 -0.1 -0.1
0.7 0.0 -1.0
1.3 0.4 1.5
-0.6 0.3 1.0
0.4 0.3 0.2
-1.1 0.4 0.1
0.2 0.6 0.6
-0.2 -0.6 0.1
-0.6 1.2 0.0
0.5 -0.4 1.0
-0.6 -0.3 0.4
0.5 -0.5 1.0